The following is a quantum chemistry calculation of 6 unconnected molecules or ions with the total composition C13H39NO6, from the OMol25 dataset.

Each line ends with the natural charge from an NBO analysis.
Geometry (Å):
O -4.06364 1.92063 2.04956  -0.718
O 3.53077 -4.08401 2.85421  -0.742
O 2.90982 2.28831 -0.81536  -0.743
O 4.17327 -1.49730 1.92408  -0.765
O -1.73691 0.08017 -2.52127  -0.558
O 1.53135 0.06193 0.83823  -0.749
N -3.70251 2.56278 -4.32161  -0.827
C -3.05961 1.26779 -4.04693  -0.066
C 1.67000 -5.68233 2.76710  -0.637
C 2.11636 -4.21565 2.93787  -0.064
C 4.49725 -1.67796 0.56444  -0.263
C 3.43343 2.97179 0.33958  -0.064
C -5.45298 0.36561 0.87660  -0.633
C -2.44753 0.63946 -5.32715  -0.630
C 0.79533 0.61565 1.91495  -0.073
C 2.69898 4.33045 0.36262  -0.627
C -0.48941 -0.20221 -1.90957  -0.244
C -1.96190 1.38716 -2.98479  -0.066
C -4.08957 0.99227 0.97124  -0.069
C -0.16398 -0.44332 2.49262  -0.641
H -5.66240 -0.27529 1.73852  0.208
H -0.54693 -1.02970 1.64961  0.213
H 5.53338 -1.99459 0.41382  0.168
H -0.23971 0.53855 -1.14641  0.170
H -2.19814 -0.39175 -5.07632  0.221
H 1.72721 -3.57348 2.15066  0.187
H 2.47308 -6.35543 3.05180  0.213
H -1.04616 -0.02393 2.97785  0.207
H 0.21311 1.49296 1.64343  0.170
H 1.47834 0.88563 2.72359  0.170
H -0.67434 -1.09988 -1.32067  0.189
H -2.33787 2.08990 -2.22027  0.169
H 2.13918 1.78556 -0.52177  0.480
H -3.38059 0.17154 1.13870  0.154
H 2.31433 -0.34491 1.22495  0.497
H -3.20675 3.00966 -5.08820  0.348
H 0.73510 -5.79047 3.31504  0.211
H -6.22417 1.11934 0.70626  0.213
H 3.96167 -4.50577 3.60437  0.477
H 0.28017 -0.35817 -2.66166  0.177
H -4.61258 2.34592 -4.72069  0.354
H 4.49666 3.17073 0.21547  0.174
H -1.03510 1.87476 -3.31732  0.166
H 2.93996 5.01673 -0.44163  0.218
H 3.21338 2.36145 1.21664  0.165
H 0.29505 -1.20206 3.12687  0.205
H -1.57921 1.14677 -5.75605  0.200
H -3.81685 1.46593 0.02311  0.163
H -3.79337 0.52545 -3.73733  0.196
H 4.18402 -2.35811 2.37609  0.501
H -5.62784 -0.37081 0.08364  0.216
H 4.45679 -0.71015 0.05283  0.186
H 3.13158 4.85427 1.23865  0.193
H 1.44793 -5.86007 1.71207  0.212
H 1.64878 4.20601 0.61301  0.202
H -3.18165 0.68184 -6.13890  0.200
H 1.66001 -3.92325 3.89146  0.159
H -3.13492 2.05110 2.26238  0.465
H 3.78037 -2.30756 0.02993  0.165

Values from the calculation:
HOMO energy (eV): -9.280
Kohn-Sham gap (eV): 9.769
Lowest unoccupied orbital energy (eV): 0.489
ΔE to the lowest compared entry with this formula, charge and spin (eV): 0.000
Total energy (eV): -27885.8417

---

The following is a quantum chemistry calculation of a molecular structure, C13H3BCl7F4O2Os, from the OMol25 dataset.

Each line ends with the Mulliken spin population.
Geometry (Å):
Os 0.53564 0.09950 0.19135  3.150
Cl 5.69472 2.45141 1.32449  -0.004
Cl -6.27869 -2.12946 -1.74882  0.006
Cl 4.89922 5.12404 0.08643  0.059
Cl 2.14232 5.58052 -1.11493  0.002
Cl 0.06955 3.45200 -1.16239  0.019
Cl 3.78226 0.16197 1.41371  0.032
Cl -1.76217 -4.19885 0.29244  0.002
F 2.24794 -4.04204 1.02126  0.001
F 2.96425 -2.93791 2.89284  0.000
F 1.59409 -1.17995 1.01079  0.204
F 0.76918 -3.53560 2.69037  0.001
O -0.96169 1.03914 -0.56382  0.110
O -0.76938 -1.47787 0.08546  0.108
C 1.85889 1.71741 0.13629  -0.130
C -1.98632 -1.58395 -0.33421  0.029
C 1.57314 3.02149 -0.43182  0.120
C -4.09102 -0.64801 -1.29329  -0.012
C 2.49791 4.04983 -0.44255  0.004
C -2.74547 -0.48406 -0.84958  -0.015
C -4.65974 -1.87290 -1.22817  0.029
C 3.20450 1.59624 0.68452  0.134
C -3.91891 -2.97500 -0.72816  0.003
C 4.12593 2.63195 0.66889  -0.022
C -2.16364 0.76244 -0.92396  -0.001
C 3.77975 3.86312 0.10698  0.162
C -2.63099 -2.84601 -0.29718  0.011
B 1.99197 -3.49443 2.19448  -0.002
H -4.64393 0.20031 -1.67685  -0.001
H -2.73121 1.60439 -1.31683  0.001
H -4.38809 -3.94972 -0.68775  0.000

Values from the calculation:
⟨S²⟩: 6.048
HOMO energy (spin up / spin down) (eV): -12.217 / -12.124
2S+1: 5
Kohn-Sham gap (spin up / spin down) (eV): 7.426 / 4.919
Total charge: +1
Lowest unoccupied orbital energy (spin up / spin down) (eV): -4.791 / -7.204
Total energy (eV): -119290.3127

---

The following is a quantum chemistry calculation of a molecular structure, C13H3Cl5NO5SbSe4V, from the OMol25 dataset.

Each line ends with the Mulliken spin population.
Geometry (Å):
Sb 1.00265 3.45551 2.95930  -0.019
Se 3.28055 4.24841 3.15053  0.443
Se 0.90125 1.12372 2.12442  -0.039
Se -0.68719 4.88112 1.95556  0.013
Se 0.94884 3.38728 5.43534  0.604
V 0.39180 -0.61611 0.67842  2.112
Cl -1.06170 -2.25224 -2.73675  0.000
Cl 1.28281 -5.57957 2.00519  0.000
Cl -0.96215 -5.38033 -2.92348  -0.001
Cl 1.14442 -2.37824 2.10817  -0.004
Cl 0.20450 -7.05389 -0.56415  0.001
O -0.83605 4.66470 -1.46362  0.002
O 2.84035 0.94119 -2.13765  0.002
O 2.00519 -0.32445 -0.47546  -0.016
O -3.46690 0.58563 0.77039  0.002
O -1.56240 -0.55100 1.15005  -0.017
N -0.31413 0.72990 -0.69006  -0.015
C 0.05600 -2.51272 -0.30221  -0.030
C -0.72242 3.32701 -1.27212  0.011
C -0.37210 -4.57248 -1.51295  -0.007
C -0.40984 -3.18238 -1.41507  -0.003
C -2.27996 0.38099 0.60310  -0.001
C 0.45492 2.70893 -1.69085  -0.004
C -1.46231 1.28366 -0.32243  0.004
C 0.14977 -5.32991 -0.45980  0.010
C 1.96014 0.62345 -1.36129  0.002
C 0.62941 -4.69085 0.68015  -0.008
C 0.63996 1.39428 -1.32457  0.001
C 0.55491 -3.30938 0.69346  -0.038
C -1.71902 2.60290 -0.61253  -0.004
H -2.61720 3.07689 -0.24221  0.000
H 1.25073 3.27741 -2.14881  0.000
H -1.22483 5.04058 -0.65806  -0.001

Values from the calculation:
⟨S²⟩: 3.781
HOMO energy (spin up / spin down) (eV): -2.600 / -2.642
2S+1: 4
Kohn-Sham gap (spin up / spin down) (eV): 6.179 / 5.928
Total charge: -2
Lowest unoccupied orbital energy (spin up / spin down) (eV): 3.579 / 3.286
ΔE to the lowest compared entry with this formula, charge and spin (eV): 0.519
Total energy (eV): -381486.1471

---

Number 1: maximum force 2.84 eV/A. Number 2: maximum force 0.63 eV/A. Number 3: maximum force 2.43 eV/A.